Record 1
{
  "formula": "C36H45BF6N6O10P2",
  "method": "wB97M-V/def2-TZVPD",
  "species": ["C", "C", "C", "C", "C", "C", "C", "N", "C", "C", "C", "C", "C", "O", "N", "C", "C", "C", "C", "C", "C", "C", "C", "C", "C", "N", "C", "P", "O", "O", "C", "P", "N", "O", "O", "C", "N", "C", "B", "N", "O", "C", "C", "H", "H", "H", "H", "H", "H", "H", "H", "H", "H", "H", "H", "H", "H", "H", "H", "H", "H", "H", "H", "H", "H", "H", "H", "H", "H", "H", "H", "H", "H", "H", "H", "H", "H", "H", "C", "C", "O", "C", "O", "C", "F", "F", "F", "H", "H", "H", "H", "H", "C", "C", "O", "C", "O", "C", "F", "F", "F", "H", "H", "H", "H", "H"],
  "positions_angstrom": [[-3.346, -3.693, 2.775], [-2.986, -3.076, 1.380], [-2.203, -3.815, 0.393], [-1.897, -3.212, -0.954], [-2.388, -1.876, -1.272], [-2.106, -1.294, -2.696], [-1.311, 0.080, -2.672], [-0.791, 0.456, -1.481], [-0.099, 1.652, -1.667], [0.600, 2.205, -0.442], [0.501, 1.407, 0.903], [-0.238, 2.180, 2.063], [-1.748, 2.458, 1.797], [-2.244, 3.404, 2.370], [-2.597, 1.637, 0.920], [-3.527, 2.476, 0.177], [-4.960, 2.179, 0.086], [-5.876, 3.017, -0.711], [-5.399, 4.194, -1.442], [-3.971, 4.521, -1.333], [-3.085, 3.690, -0.547], [1.393, 3.421, -0.452], [2.141, 4.002, 0.785], [1.565, 5.366, 1.341], [-0.002, 5.521, 1.268], [-0.481, 5.989, 2.608], [1.495, 4.155, -1.778], [2.575, 5.696, -1.752], [3.742, 5.613, -2.993], [1.630, 7.104, -1.888], [0.812, 3.704, -3.001], [0.875, 4.575, -4.646], [-0.579, 4.706, -5.242], [1.888, 3.679, -5.629], [1.498, 6.108, -4.599], [0.023, 2.417, -2.909], [-0.573, 1.982, -4.086], [-1.227, 0.805, -3.971], [-1.949, 0.245, -5.312], [-1.356, -0.745, -6.212], [-3.204, 0.803, -5.618], [-3.159, -1.112, -0.292], [-3.440, -1.721, 1.012], [-2.515, -4.376, 3.101], [-3.402, -2.889, 3.561], [-4.327, -4.234, 2.737], [-1.850, -4.851, 0.599], [-1.304, -3.842, -1.653], [-3.103, -1.193, -3.204], [-1.426, -2.026, -3.215], [0.050, 0.391, 0.802], [1.564, 1.244, 1.252], [-0.194, 1.509, 2.974], [0.243, 3.138, 2.375], [-3.213, 1.125, 1.571], [-5.424, 1.309, 0.606], [-6.963, 2.761, -0.798], [-6.114, 4.799, -2.054], [-3.541, 5.417, -1.850], [-2.006, 3.955, -0.469], [2.194, 3.292, 1.654], [3.215, 4.206, 0.500], [2.004, 6.257, 0.812], [1.860, 5.492, 2.425], [-0.314, 6.314, 0.517], [-0.555, 4.592, 0.994], [0.178, 6.708, 2.933], [-1.369, 6.492, 2.506], [3.795, 4.693, -3.327], [0.751, 6.850, -1.528], [-1.266, 4.319, -4.594], [2.708, 4.218, -5.700], [0.812, 6.634, -4.136], [-0.841, -1.468, -5.710], [-2.140, -1.147, -6.738], [-3.491, 0.511, -6.500], [-3.504, -0.098, -0.586], [-4.068, -1.101, 1.707], [3.965, -5.494, -2.123], [4.481, -4.682, -0.953], [3.398, -4.013, -0.284], [2.734, -4.734, 0.624], [2.980, -5.874, 0.905], [1.648, -3.884, 1.284], [0.967, -3.140, 0.400], [2.163, -3.028, 2.187], [0.737, -4.629, 1.940], [3.384, -4.864, -2.800], [4.792, -5.939, -2.677], [3.304, -6.294, -1.784], [5.153, -3.902, -1.313], [5.048, -5.299, -0.255], [2.293, -5.389, 4.311], [3.015, -6.718, 4.236], [3.847, -6.911, 5.394], [3.239, -7.404, 6.478], [2.076, -7.686, 6.541], [4.250, -7.599, 7.610], [5.091, -6.556, 7.730], [5.013, -8.691, 7.406], [3.658, -7.755, 8.801], [3.005, -4.573, 4.451], [1.722, -5.208, 3.398], [1.607, -5.363, 5.161], [3.678, -6.728, 3.371], [2.317, -7.548, 4.115]],
  "total_charge": 0,
  "smiles": "Cc1ccc(Cc2nc3c(CCC(=O)Nc4ccccc4)c(CCCN)c(P(O)O)c(P(=N)(O)O)c3nc2B(N)O)cc1.CCOC(=O)C(F)(F)F.CCOC(=O)C(F)(F)F",
  "homo_lumo_gap_ev": 7.2,
  "lumo_energy_ev": -0.9716
}

Record 2
{
  "formula": "C36H45BrN3OSeTi",
  "method": "wB97M-V/def2-TZVPD",
  "species": ["Ti", "C", "N", "C", "C", "C", "C", "C", "C", "C", "N", "C", "C", "C", "C", "C", "C", "N", "C", "C", "H", "H", "H", "H", "H", "H", "H", "H", "H", "H", "H", "H", "H", "H", "H", "H", "H", "H", "H", "H", "C", "C", "C", "C", "C", "C", "C", "Br", "C", "O", "C", "C", "C", "C", "C", "C", "H", "H", "H", "H", "H", "H", "H", "H", "H", "H", "H", "H", "H", "H", "H", "H", "H", "H", "H", "H", "Se", "C", "C", "C", "C", "C", "C", "H", "H", "H", "H", "H"],
  "positions_angstrom": [[0.463, 1.059, -0.763], [2.561, 2.274, -2.715], [2.424, 1.141, -1.760], [2.857, -0.098, -2.445], [3.195, 1.409, -0.545], [4.439, 0.854, -0.286], [5.073, 1.127, 0.913], [4.447, 1.930, 1.857], [3.200, 2.476, 1.610], [2.566, 2.241, 0.389], [1.265, 2.637, 0.040], [0.539, 3.612, 0.731], [1.064, 4.708, 1.411], [0.208, 5.562, 2.092], [-1.162, 5.345, 2.093], [-1.693, 4.290, 1.365], [-0.840, 3.441, 0.685], [-1.300, 2.407, -0.242], [-2.461, 1.626, 0.265], [-1.747, 3.135, -1.471], [3.615, 2.405, -2.962], [2.176, 3.184, -2.270], [2.011, 2.031, -3.618], [3.847, 0.042, -2.882], [2.144, -0.318, -3.234], [2.881, -0.920, -1.737], [4.917, 0.210, -1.011], [6.046, 0.700, 1.117], [4.929, 2.120, 2.807], [2.708, 3.057, 2.375], [2.127, 4.901, 1.402], [0.618, 6.409, 2.628], [-1.820, 6.009, 2.640], [-2.765, 4.143, 1.328], [-3.353, 2.253, 0.299], [-2.246, 1.244, 1.258], [-2.644, 0.802, -0.419], [-2.455, 3.914, -1.187], [-2.222, 2.443, -2.152], [-0.892, 3.601, -1.958], [-1.539, -5.408, 3.797], [-1.326, -3.954, 4.221], [-2.664, -3.397, 4.730], [-0.295, -3.925, 5.358], [-0.827, -3.084, 3.068], [-0.581, -1.733, 3.284], [-0.142, -0.946, 2.246], [0.126, 0.892, 2.584], [0.079, -1.450, 0.961], [0.483, -0.568, -0.013], [-0.131, -2.811, 0.714], [-0.597, -3.574, 1.793], [0.028, -3.503, -0.654], [-1.297, -3.354, -1.419], [1.167, -2.911, -1.489], [0.337, -5.002, -0.502], [-1.888, -5.985, 4.655], [-0.614, -5.870, 3.444], [-2.294, -5.496, 3.012], [-3.034, -4.009, 5.556], [-3.416, -3.403, 3.938], [-2.563, -2.373, 5.095], [-0.640, -4.541, 6.192], [-0.137, -2.913, 5.737], [0.669, -4.315, 5.023], [-0.733, -1.285, 4.258], [-0.787, -4.618, 1.617], [-1.549, -2.304, -1.572], [-2.116, -3.827, -0.872], [-1.221, -3.831, -2.401], [0.925, -1.920, -1.857], [1.346, -3.546, -2.359], [2.096, -2.863, -0.913], [-0.502, -5.578, -0.113], [1.204, -5.169, 0.144], [0.564, -5.414, -1.487], [-0.683, 0.180, -2.767], [-1.366, 1.338, -4.138], [-0.724, 2.484, -4.592], [-1.283, 3.240, -5.612], [-2.485, 2.855, -6.190], [-3.124, 1.708, -5.743], [-2.569, 0.950, -4.720], [0.207, 2.802, -4.148], [-0.774, 4.131, -5.958], [-2.919, 3.443, -6.988], [-4.060, 1.396, -6.190], [-3.073, 0.054, -4.377]],
  "de_lowest_kj_mol": 0.0,
  "total_charge": 1,
  "homo_lumo_gap_ev": 7.0,
  "lumo_energy_ev": -3.6176
}

Record 3
{
  "formula": "C36H45N4P2Sn",
  "method": "wB97M-V/def2-TZVPD",
  "species": ["Sn", "C", "C", "C", "P", "C", "C", "C", "C", "C", "C", "C", "C", "C", "N", "C", "C", "C", "C", "C", "C", "P", "C", "C", "C", "C", "C", "C", "H", "H", "H", "H", "H", "H", "H", "H", "H", "H", "H", "H", "H", "H", "H", "H", "H", "H", "H", "H", "H", "H", "H", "H", "H", "H", "H", "H", "H", "H", "H", "H", "H", "H", "H", "H", "N", "C", "C", "C", "C", "C", "C", "N", "C", "C", "C", "C", "N", "C", "C", "H", "H", "H", "H", "H", "H", "H", "H", "H"],
  "positions_angstrom": [[1.830, 0.308, -0.386], [2.977, 4.108, -0.167], [2.110, 4.195, -1.426], [1.198, 5.426, -1.397], [1.136, 2.657, -1.655], [0.841, 2.320, -3.427], [0.302, 3.484, -4.272], [0.023, 1.042, -3.617], [-0.371, 2.784, -0.689], [-1.520, 3.385, -1.188], [-2.616, 3.621, -0.366], [-2.584, 3.212, 0.963], [-1.464, 2.585, 1.474], [-0.330, 2.375, 0.665], [0.763, 1.631, 1.110], [1.059, 1.566, 2.453], [0.798, 2.652, 3.319], [0.911, 2.497, 4.684], [1.253, 1.256, 5.216], [1.606, 0.203, 4.368], [1.596, 0.365, 2.993], [2.357, -0.867, 1.914], [4.168, -0.638, 2.126], [4.510, 0.852, 2.032], [4.703, -1.264, 3.415], [1.866, -2.541, 2.438], [0.350, -2.701, 2.545], [2.475, -3.555, 1.458], [3.591, 5.004, -0.087], [3.649, 3.248, -0.185], [2.356, 4.055, 0.732], [2.752, 4.217, -2.312], [0.625, 5.469, -0.470], [0.507, 5.481, -2.236], [1.836, 6.311, -1.440], [1.864, 2.125, -3.775], [-0.750, 3.688, -4.086], [0.388, 3.189, -5.318], [0.874, 4.401, -4.149], [-0.971, 1.124, -3.173], [0.523, 0.169, -3.195], [-0.100, 0.852, -4.683], [-1.560, 3.705, -2.218], [-3.488, 4.126, -0.760], [-3.448, 3.361, 1.597], [-1.490, 2.187, 2.479], [0.527, 3.611, 2.896], [0.723, 3.337, 5.340], [1.297, 1.117, 6.288], [1.922, -0.736, 4.804], [4.609, -1.153, 1.266], [4.199, 1.386, 2.931], [4.048, 1.349, 1.170], [5.588, 0.971, 1.926], [4.193, -0.880, 4.300], [5.756, -1.000, 3.517], [4.641, -2.352, 3.409], [2.327, -2.672, 3.422], [-0.128, -2.579, 1.571], [-0.102, -1.998, 3.244], [0.125, -3.708, 2.896], [2.015, -3.464, 0.471], [2.287, -4.565, 1.820], [3.555, -3.444, 1.350], [-3.195, -4.511, -2.521], [-4.493, -4.953, -2.575], [-5.082, -6.053, -3.207], [-6.434, -6.185, -3.037], [-7.195, -5.277, -2.249], [-6.613, -4.213, -1.622], [-5.226, -4.051, -1.784], [-4.394, -3.097, -1.263], [-3.197, -3.393, -1.722], [-2.050, -2.594, -1.399], [-0.770, -2.785, -1.948], [0.252, -1.947, -1.593], [0.098, -0.926, -0.717], [-1.134, -0.743, -0.168], [-2.199, -1.536, -0.479], [-2.419, -4.927, -3.006], [-4.508, -6.777, -3.769], [-6.945, -7.007, -3.520], [-8.257, -5.445, -2.142], [-7.188, -3.508, -1.038], [-0.566, -3.572, -2.660], [1.240, -2.081, -2.021], [-1.242, 0.058, 0.544], [-3.168, -1.368, -0.028]],
  "total_charge": 3,
  "homo_lumo_gap_ev": [3.8, 3.6],
  "lumo_energy_ev": [-10.7351, -10.9606]
}